Record 1
Molecular formula: C48H63Cl4F33O22
Method: DFT, ωB97M-V/def2-TZVPD

Last column: Löwdin charge in e.
Geometry (Å):
1 C 16.182 11.831 6.347  -0.07
2 C 14.840 12.201 6.843  -0.22
3 O 13.961 12.727 5.835  0.03
4 C 14.054 14.013 5.465  -0.36
5 O 14.638 14.882 6.059  0.16
6 C 13.182 14.393 4.211  -0.54
7 F 13.995 15.074 3.357  0.14
8 F 12.725 13.275 3.622  0.15
9 F 12.157 15.146 4.513  0.20
10 H 16.615 12.724 5.896  0.08
11 H 16.195 11.049 5.587  0.09
12 H 16.808 11.550 7.194  0.09
13 H 14.947 12.964 7.614  0.12
14 H 14.422 11.311 7.313  0.13
15 C 20.514 3.597 6.025  -0.05
16 C 20.320 2.158 6.394  -0.29
17 O 20.773 1.252 5.485  0.03
18 C 20.821 -0.087 5.841  -0.31
19 O 20.382 -0.659 6.812  0.17
20 C 21.683 -0.948 4.927  -0.57
21 F 22.281 -0.235 3.984  0.17
22 F 22.499 -1.670 5.639  0.22
23 F 20.843 -1.758 4.201  0.13
24 H 19.758 4.188 6.543  0.08
25 H 20.241 3.701 4.975  0.08
26 H 21.540 3.961 6.083  0.08
27 H 19.258 1.998 6.575  0.13
28 H 20.703 1.932 7.390  0.13
29 C 12.754 4.062 -3.251  -0.05
30 C 12.187 3.416 -1.981  -0.22
31 O 10.920 2.772 -2.096  -0.01
32 C 9.774 3.591 -2.010  -0.26
33 O 9.717 4.773 -1.664  0.14
34 C 8.465 2.981 -2.627  -0.60
35 F 7.363 3.428 -2.048  0.18
36 F 8.414 3.311 -3.932  0.15
37 F 8.345 1.700 -2.654  0.20
38 H 13.268 4.982 -2.973  0.08
39 H 11.972 4.361 -3.949  0.08
40 H 13.394 3.330 -3.744  0.07
41 H 12.066 4.163 -1.196  0.11
42 H 12.869 2.646 -1.620  0.12
43 C 18.573 -0.773 11.733  -0.07
44 C 17.648 0.391 11.463  -0.21
45 O 16.274 -0.031 11.524  -0.01
46 C 15.288 0.849 11.040  -0.27
47 O 15.489 2.044 10.722  0.10
48 C 13.842 0.290 11.152  -0.59
49 F 13.204 1.102 11.987  0.19
50 F 13.354 0.337 9.953  0.21
51 F 13.928 -0.970 11.624  0.16
52 H 19.616 -0.487 11.603  0.08
53 H 18.362 -1.579 11.030  0.08
54 H 18.497 -1.305 12.681  0.08
55 H 17.769 0.655 10.413  0.13
56 H 17.861 1.186 12.178  0.13
57 C 9.518 9.288 10.996  -0.07
58 C 10.137 10.337 10.124  -0.20
59 O 9.074 11.008 9.396  0.03
60 C 9.224 12.249 8.949  -0.33
61 O 10.220 13.003 9.051  0.11
62 C 7.928 12.824 8.312  -0.59
63 F 7.075 11.811 8.224  0.18
64 F 7.472 13.819 9.051  0.19
65 F 8.273 13.409 7.182  0.18
66 H 9.070 9.733 11.885  0.09
67 H 10.263 8.550 11.293  0.08
68 H 8.795 8.697 10.435  0.08
69 H 11.017 10.041 9.554  0.13
70 H 10.589 11.053 10.811  0.12
71 C 7.764 -7.404 2.082  -0.05
72 C 7.155 -6.409 1.040  -0.21
73 O 8.180 -5.502 0.962  -0.04
74 C 9.232 -5.594 0.032  -0.27
75 O 9.246 -6.440 -0.877  0.14
76 C 10.221 -4.451 0.154  -0.50
77 F 10.543 -4.120 1.414  0.16
78 F 11.386 -4.755 -0.485  0.14
79 F 9.708 -3.329 -0.422  0.15
80 H 6.937 -8.006 2.459  0.07
81 H 8.003 -6.963 3.050  0.08
82 H 8.663 -7.970 1.842  0.08
83 H 6.229 -6.024 1.467  0.12
84 H 6.957 -6.697 0.008  0.13
85 C 14.207 -7.151 1.723  -0.07
86 C 13.527 -7.284 3.048  -0.19
87 O 14.078 -6.236 3.870  -0.01
88 C 13.372 -5.646 4.870  -0.31
89 O 12.311 -6.091 5.310  0.13
90 C 14.050 -4.359 5.468  -0.53
91 F 13.733 -4.155 6.732  0.18
92 F 15.355 -4.185 5.134  0.15
93 F 13.450 -3.298 4.925  0.14
94 H 13.706 -7.605 0.868  0.08
95 H 15.200 -7.594 1.794  0.08
96 H 14.455 -6.116 1.487  0.08
97 H 13.887 -8.223 3.469  0.13
98 H 12.450 -7.121 3.022  0.12
99 C 8.950 11.426 -0.135  -0.05
100 C 9.685 10.412 0.775  -0.23
101 O 11.038 10.334 0.454  0.01
102 C 11.748 9.212 0.773  -0.33
103 O 11.269 8.309 1.409  0.16
104 C 13.219 9.236 0.275  -0.54
105 F 13.836 8.087 0.680  0.15
106 F 13.200 9.312 -1.080  0.15
107 F 13.831 10.294 0.703  0.21
108 H 7.948 11.586 0.263  0.08
109 H 8.866 11.254 -1.208  0.07
110 H 9.500 12.364 -0.197  0.07
111 H 9.248 9.414 0.757  0.12
112 H 9.571 10.685 1.824  0.13
113 C 17.716 0.587 0.589  -0.08
114 C 18.823 1.505 0.939  -0.23
115 O 19.945 1.243 0.082  0.01
116 C 21.146 1.901 0.356  -0.31
117 O 21.330 2.819 1.126  0.16
118 C 22.305 1.363 -0.485  -0.68
119 F 22.116 0.137 -0.881  0.20
120 F 22.368 1.990 -1.567  0.25
121 F 23.479 1.475 0.155  0.17
122 H 17.484 0.541 -0.475  0.08
123 H 16.753 0.757 1.069  0.08
124 H 17.972 -0.456 0.772  0.08
125 H 19.103 1.297 1.972  0.12
126 H 18.540 2.558 0.951  0.13
127 C 17.420 6.984 11.882  -0.06
128 C 18.546 5.965 11.552  -0.19
129 O 19.786 6.558 12.096  -0.02
130 C 20.925 5.727 11.979  -0.26
131 O 20.857 4.512 11.727  0.12
132 C 22.261 6.385 12.453  -0.57
133 F 23.174 6.095 11.545  0.18
134 F 22.097 7.695 12.549  0.18
135 F 22.748 5.935 13.617  0.17
136 H 16.536 6.636 11.347  0.07
137 H 17.686 7.960 11.476  0.08
138 H 17.190 6.985 12.947  0.08
139 H 18.589 5.781 10.478  0.12
140 H 18.392 4.987 12.007  0.11
141 C 10.470 1.590 4.873  -0.07
142 C 11.763 2.193 4.460  -0.20
143 O 12.255 3.183 5.439  0.00
144 C 13.256 4.040 5.052  -0.27
145 O 13.692 4.024 3.871  0.09
146 C 13.626 5.187 6.103  -0.62
147 F 14.910 5.183 6.366  0.19
148 F 13.322 6.315 5.541  0.20
149 F 12.917 5.105 7.208  0.19
150 H 10.459 1.428 5.950  0.08
151 H 10.382 0.667 4.299  0.09
152 H 9.553 2.178 4.834  0.08
153 H 11.610 2.785 3.557  0.12
154 H 12.554 1.497 4.180  0.13
155 Cl 4.869 -1.190 4.115  0.50
156 C 5.450 -1.851 5.717  -0.61
157 C 6.302 -3.085 5.357  -0.73
158 Cl 7.254 -3.529 6.746  0.58
159 H 4.580 -2.163 6.295  0.07
160 H 6.103 -1.149 6.237  0.06
161 H 6.994 -2.945 4.527  0.06
162 H 5.683 -3.930 5.056  0.07
163 Cl 6.249 8.259 4.957  0.54
164 C 6.667 6.552 4.757  -0.68
165 C 6.016 5.953 3.513  -0.71
166 Cl 4.324 5.722 3.756  0.59
167 H 6.212 6.122 5.649  0.05
168 H 7.740 6.383 4.848  0.07
169 H 6.396 4.946 3.341  0.06
170 H 6.174 6.524 2.598  0.07

Values from the calculation:
frontier orbital gap	10.5	eV
spin multiplicity	1

---

Record 2
Molecular formula: C48H63F4NO18PS
Method: DFT, ωB97M-V/def2-TZVPD

Last column: Löwdin charge in e.
Geometry (Å):
1 C 1.952 2.503 2.374  -0.06
2 C 0.793 1.660 1.709  -0.19
3 C -0.435 2.389 1.370  -0.02
4 C -1.579 1.707 0.752  -0.05
5 C -1.437 0.261 0.461  -0.05
6 C -0.205 -0.485 0.805  -0.04
7 C 0.931 0.195 1.438  -0.19
8 C 2.263 -0.474 1.890  -0.08
9 C 2.531 -0.427 3.418  -0.07
10 N 1.464 -0.151 4.253  0.15
11 C 1.573 -0.042 5.632  0.02
12 C 2.843 -0.210 6.312  0.05
13 C 4.008 -0.546 5.440  0.00
14 C 5.368 -0.720 6.211  -0.48
15 O 5.491 -1.740 6.833  0.17
16 O 6.407 0.209 6.204  -0.22
17 P 5.895 1.837 6.196  0.37
18 S 6.559 2.846 4.674  0.20
19 C 3.873 -0.669 3.957  0.07
20 C 5.157 -1.037 3.168  -0.32
21 F 5.053 -1.072 1.794  0.10
22 F 6.119 -0.061 3.450  0.05
23 C 5.798 -2.448 3.598  -0.23
24 F 6.477 -3.021 2.549  0.10
25 F 4.877 -3.286 4.204  0.07
26 H 1.803 2.606 3.493  0.08
27 H 2.959 2.001 2.259  0.07
28 H 2.025 3.539 1.959  0.09
29 H -0.493 3.476 1.618  0.11
30 H -2.535 2.213 0.503  0.10
31 H -2.314 -0.260 -0.008  0.11
32 H -0.153 -1.575 0.573  0.10
33 H 3.095 0.114 1.401  0.13
34 H 2.267 -1.528 1.483  0.15
35 H 0.508 -0.010 3.890  0.18
36 H 0.661 0.179 6.239  0.15
37 H 2.912 -0.094 7.415  0.14
38 H 6.428 2.481 7.363  0.01
39 H 4.482 1.987 6.241  -0.01
40 H 6.576 -2.198 4.380  0.18
41 O -2.373 2.382 -1.559  0.07
42 C -3.445 2.178 -2.070  -0.45
43 O -4.556 1.837 -1.369  0.03
44 C -5.633 1.557 -2.283  -0.14
45 C -5.266 2.280 -3.560  -0.14
46 C -3.749 2.213 -3.546  -0.06
47 H -5.699 0.473 -2.422  0.12
48 H -6.572 1.918 -1.866  0.10
49 H -5.717 1.838 -4.448  0.11
50 H -5.589 3.322 -3.502  0.13
51 H -3.378 1.295 -4.006  0.10
52 H -3.302 3.087 -4.017  0.14
53 O -8.729 2.679 -2.105  0.11
54 C -9.486 1.780 -1.850  -0.46
55 O -10.737 1.687 -2.369  -0.01
56 C -11.416 0.564 -1.781  -0.15
57 C -10.317 -0.347 -1.278  -0.15
58 C -9.227 0.638 -0.898  -0.07
59 H -12.057 0.929 -0.974  0.13
60 H -12.038 0.077 -2.532  0.13
61 H -10.633 -0.991 -0.457  0.12
62 H -9.964 -0.987 -2.089  0.10
63 H -9.341 0.998 0.127  0.14
64 H -8.234 0.219 -1.050  0.11
65 O -2.795 -1.013 -4.948  0.11
66 C -1.786 -1.030 -4.294  -0.46
67 O -1.199 0.090 -3.803  0.02
68 C 0.039 -0.256 -3.164  -0.14
69 C -0.095 -1.723 -2.816  -0.16
70 C -0.971 -2.246 -3.935  -0.06
71 H 0.857 -0.066 -3.864  0.12
72 H 0.181 0.364 -2.278  0.12
73 H 0.864 -2.235 -2.735  0.11
74 H -0.618 -1.831 -1.861  0.10
75 H -0.384 -2.549 -4.803  0.11
76 H -1.609 -3.061 -3.599  0.13
77 O -7.924 -2.082 -2.746  0.10
78 C -7.454 -1.801 -3.817  -0.48
79 O -8.123 -1.114 -4.776  0.03
80 C -7.319 -1.042 -5.965  -0.14
81 C -5.896 -1.253 -5.493  -0.17
82 C -6.081 -2.184 -4.310  -0.08
83 H -7.648 -1.821 -6.658  0.13
84 H -7.454 -0.070 -6.440  0.13
85 H -5.241 -1.650 -6.267  0.12
86 H -5.474 -0.305 -5.149  0.09
87 H -6.091 -3.233 -4.613  0.14
88 H -5.327 -2.015 -3.543  0.12
89 O 11.226 -1.913 10.329  0.13
90 C 10.173 -2.106 9.791  -0.48
91 O 9.032 -2.435 10.458  0.03
92 C 7.986 -2.702 9.514  -0.16
93 C 8.403 -1.987 8.246  -0.17
94 C 9.915 -2.071 8.305  -0.07
95 H 7.910 -3.784 9.375  0.13
96 H 7.038 -2.330 9.903  0.12
97 H 7.974 -2.424 7.345  0.10
98 H 8.092 -0.939 8.292  0.11
99 H 10.289 -2.994 7.856  0.14
100 H 10.383 -1.203 7.845  0.11
101 O 10.511 -1.025 4.935  0.11
102 C 11.627 -0.643 5.167  -0.48
103 O 12.077 -0.348 6.414  0.01
104 C 13.409 0.183 6.329  -0.15
105 C 13.953 -0.316 5.007  -0.16
106 C 12.704 -0.377 4.146  -0.08
107 H 13.353 1.274 6.371  0.13
108 H 13.999 -0.173 7.174  0.13
109 H 14.739 0.318 4.598  0.12
110 H 14.362 -1.322 5.130  0.12
111 H 12.501 0.577 3.654  0.13
112 H 12.757 -1.181 3.414  0.13
113 O -11.225 2.562 -8.331  0.12
114 C -11.435 2.824 -7.179  -0.49
115 O -11.809 1.904 -6.252  0.03
116 C -12.085 2.564 -5.006  -0.16
117 C -11.330 3.874 -5.072  -0.16
118 C -11.374 4.198 -6.556  -0.08
119 H -13.166 2.710 -4.920  0.13
120 H -11.746 1.941 -4.179  0.09
121 H -11.759 4.650 -4.439  0.12
122 H -10.293 3.721 -4.760  0.12
123 H -12.276 4.751 -6.826  0.13
124 H -10.484 4.734 -6.878  0.13
125 O 1.896 -3.084 -4.894  0.10
126 C 2.098 -2.440 -5.889  -0.48
127 O 1.496 -2.686 -7.078  0.04
128 C 2.037 -1.812 -8.081  -0.15
129 C 2.618 -0.641 -7.317  -0.16
130 C 3.070 -1.293 -6.022  -0.08
131 H 2.797 -2.359 -8.646  0.13
132 H 1.245 -1.505 -8.763  0.13
133 H 3.416 -0.129 -7.855  0.12
134 H 1.832 0.090 -7.105  0.12
135 H 4.083 -1.692 -6.098  0.14
136 H 2.989 -0.611 -5.177  0.12

Values from the calculation:
frontier orbital gap	5.8	eV
net charge	+1
spin multiplicity	1

---

Record 3
Molecular formula: C48H63F6N3O3
Method: DFT, ωB97M-V/def2-TZVPD

Last column: Löwdin charge in e.
Geometry (Å):
1 F -15.181 -22.568 8.472  0.03
2 C -13.840 -22.473 8.236  -0.27
3 C -13.140 -21.409 8.771  -0.02
4 C -11.749 -21.422 8.789  -0.09
5 C -11.093 -22.473 8.214  -0.09
6 C -11.810 -23.596 7.705  -0.07
7 C -13.198 -23.588 7.709  -0.02
8 H -13.725 -20.557 9.085  0.11
9 H -11.201 -20.535 9.070  0.09
10 H -10.020 -22.598 8.227  0.09
11 H -11.288 -24.435 7.271  0.09
12 H -13.747 -24.476 7.429  0.11
13 F -9.509 -25.121 8.746  0.03
14 C -8.919 -25.465 9.948  -0.23
15 C -8.616 -24.455 10.827  -0.01
16 C -7.923 -24.760 12.011  -0.07
17 C -7.451 -26.014 12.254  -0.11
18 C -7.741 -27.057 11.387  -0.08
19 C -8.437 -26.758 10.234  -0.02
20 H -9.004 -23.465 10.637  0.10
21 H -7.765 -23.996 12.758  0.11
22 H -7.018 -26.361 13.181  0.10
23 H -7.288 -28.026 11.535  0.11
24 H -8.468 -27.469 9.421  0.11
25 F -13.233 -16.464 15.891  0.07
26 C -12.479 -16.622 14.808  -0.29
27 C -11.811 -15.530 14.202  -0.01
28 C -11.034 -15.762 13.062  -0.08
29 C -10.983 -17.069 12.516  -0.10
30 C -11.711 -18.134 13.067  -0.07
31 C -12.475 -17.879 14.222  -0.02
32 H -11.806 -14.556 14.669  0.11
33 H -10.489 -14.989 12.541  0.10
34 H -10.273 -17.178 11.710  0.07
35 H -11.679 -19.125 12.638  0.09
36 H -13.061 -18.708 14.588  0.11
37 F -2.182 -15.478 12.880  0.05
38 C -1.515 -16.627 12.661  -0.24
39 C -0.089 -16.621 12.842  -0.03
40 C 0.578 -17.787 12.759  -0.10
41 C -0.071 -18.974 12.357  -0.10
42 C -1.439 -19.028 12.128  -0.08
43 C -2.195 -17.814 12.274  0.01
44 H 0.424 -15.707 13.101  0.11
45 H 1.600 -17.762 13.108  0.11
46 H 0.445 -19.917 12.254  0.10
47 H -1.855 -19.957 11.767  0.09
48 H -3.251 -17.900 12.062  0.09
49 F -8.038 -16.753 12.220  0.01
50 C -6.954 -16.358 12.989  -0.23
51 C -6.331 -15.117 12.770  -0.02
52 C -5.241 -14.751 13.566  -0.09
53 C -4.884 -15.580 14.587  -0.12
54 C -5.423 -16.834 14.760  -0.07
55 C -6.428 -17.271 13.892  -0.02
56 H -6.689 -14.398 12.049  0.11
57 H -4.790 -13.774 13.475  0.11
58 H -4.202 -15.207 15.336  0.11
59 H -5.145 -17.382 15.648  0.11
60 H -6.872 -18.248 14.012  0.12
61 F -2.327 -22.245 17.198  0.03
62 C -2.987 -23.206 16.460  -0.24
63 C -2.723 -24.528 16.722  -0.02
64 C -3.368 -25.509 15.924  -0.08
65 C -4.258 -25.160 14.915  -0.11
66 C -4.454 -23.826 14.572  -0.07
67 C -3.794 -22.857 15.335  -0.01
68 H -1.982 -24.898 17.414  0.11
69 H -3.163 -26.563 16.039  0.10
70 H -4.665 -25.986 14.350  0.09
71 H -5.100 -23.587 13.740  0.10
72 H -3.850 -21.805 15.097  0.10
73 C -5.775 -16.287 8.985  -0.05
74 C -4.775 -15.254 9.465  -0.42
75 C -3.293 -15.499 9.008  -0.19
76 O -2.878 -16.836 9.273  -0.22
77 C -1.604 -17.194 8.659  -0.08
78 N -5.141 -13.918 8.959  0.05
79 H -5.723 -16.381 7.900  0.08
80 H -6.809 -16.181 9.314  0.08
81 H -5.494 -17.298 9.282  0.06
82 H -4.686 -15.377 10.544  0.11
83 H -2.639 -14.781 9.503  0.12
84 H -3.319 -15.301 7.937  0.12
85 H -1.562 -17.154 7.571  0.08
86 H -1.380 -18.213 8.975  0.08
87 H -0.817 -16.544 9.043  0.08
88 H -6.064 -13.753 9.333  0.06
89 H -4.620 -13.237 9.492  0.07
90 C -9.169 -20.115 11.185  -0.08
91 C -7.825 -19.890 10.451  -0.40
92 C -6.919 -21.083 10.752  -0.17
93 O -6.367 -21.004 12.067  -0.16
94 C -5.314 -20.075 12.263  -0.11
95 N -8.351 -19.793 9.109  0.06
96 H -8.944 -20.192 12.249  0.07
97 H -9.808 -20.993 11.088  0.07
98 H -9.829 -19.248 11.152  0.04
99 H -7.448 -18.920 10.774  0.12
100 H -6.244 -21.142 9.898  0.11
101 H -7.425 -22.039 10.624  0.10
102 H -5.514 -19.056 11.931  0.06
103 H -4.374 -20.401 11.818  0.08
104 H -5.133 -19.929 13.328  0.08
105 H -8.747 -18.865 9.153  0.08
106 H -7.501 -19.692 8.573  0.03
107 C -8.926 -18.869 5.916  -0.07
108 C -7.715 -17.976 6.126  -0.44
109 C -6.333 -18.653 6.303  -0.17
110 O -6.100 -19.076 7.639  -0.24
111 C -4.760 -19.427 7.872  -0.11
112 N -7.778 -16.997 5.048  0.04
113 H -8.919 -19.434 4.983  0.08
114 H -9.842 -18.281 5.967  0.08
115 H -9.027 -19.643 6.677  0.06
116 H -8.003 -17.389 6.998  0.12
117 H -5.541 -17.951 6.044  0.11
118 H -6.185 -19.468 5.595  0.13
119 H -4.099 -18.615 7.570  0.08
120 H -4.382 -20.260 7.280  0.09
121 H -4.568 -19.596 8.932  0.09
122 H -6.885 -16.533 4.961  0.06
123 H -7.640 -17.571 4.229  0.07

Values from the calculation:
frontier orbital gap	9.4	eV
spin multiplicity	1
SMILES string	COC[C@H](C)N.COC[C@H](C)N.COC[C@H](C)N.Fc1ccccc1.Fc1ccccc1.Fc1ccccc1.Fc1ccccc1.Fc1ccccc1.Fc1ccccc1

---

Question: Among the records above, which one has the highest frontier orbital gap?
Answer: C48H63Cl4F33O22